Formula: C6H7B
Source: OMol25
Level of theory: wB97M-V/def2-TZVPD

Summary:
Lowest unoccupied orbital energy   -0.078 eV
HOMO energy   -8.179 eV
Net charge   0
2S+1   1
Energy relative to the best compared isomer or geometry (same formula, charge and spin)   54.04 kcal per mole
Molecular weight   89.93 g/mol

Geometry as XYZ:
```
14
C6H7B | OMol25 | wB97M-V/def2-TZVPD
C 0.630 1.910 -0.177
C 0.624 0.748 0.445
C 0.999 -0.559 -0.192
C -0.092 -1.618 0.064
C -1.366 -0.951 -0.035
C -2.349 -0.232 -0.083
B -3.124 0.993 0.013
H -0.021 -2.436 -0.660
H 0.355 0.694 1.492
H 0.362 2.823 0.324
H 1.948 -0.911 0.223
H 1.130 -0.414 -1.266
H 0.895 1.994 -1.218
H 0.010 -2.041 1.070
```